Entry 1:
# C30H36CuN4O3PS3

A structure of composition C30H36CuN4O3PS3 in a non-equilibrium geometry (ωB97M-V with the def2-TZVPD basis set, OMol25).

Properties
total charge: +1
molar mass: 691.364 g/mol
F_max: 12.6 eV/Å
E_HOMO (alpha / beta): -10.465 / -10.467 eV
2S+1: 2

Positions of all 78 atoms, in Å:
Cu  -0.2244  2.3669  0.1177
C  1.8124  5.3003  0.9794
C  1.0400  5.1576  2.3104
N  0.3591  3.8741  2.3724
C  1.0471  2.7505  2.9760
C  2.0395  2.1082  2.0087
S  1.4996  1.6717  0.3168
C  2.4446  2.8229  -0.7395
C  1.8121  4.1426  -1.1896
N  1.0300  4.7182  -0.1098
H  2.7653  4.7727  1.0412
H  2.0359  6.3564  0.8011
H  0.2805  5.9376  2.3622
H  1.7301  5.2856  3.1535
H  -0.5485  3.9826  2.7970
H  0.2971  2.0048  3.2466
H  1.6071  3.0336  3.8772
H  2.3496  1.1436  2.4186
H  2.9341  2.7203  1.8964
H  2.6950  2.2192  -1.6142
H  3.3812  3.0003  -0.2074
H  1.1483  3.9528  -2.0318
H  2.6252  4.8002  -1.5213
H  0.3391  5.3721  -0.4551
O  -1.0084  3.1712  -1.2230
S  -1.9702  3.1196  -0.1115
O  -2.5562  4.4209  0.0774
O  -1.6769  2.4948  1.1847
C  -3.2592  2.0686  -0.7318
C  -4.4908  2.5334  -1.1575
C  -5.4458  1.6219  -1.5756
C  -5.1545  0.2635  -1.5915
C  -3.9145  -0.1924  -1.1799
C  -2.9597  0.7162  -0.7264
P  -1.3050  0.1119  -0.2233
C  -1.7523  -0.9209  1.2087
C  -1.4375  -2.2751  1.2902
C  -1.8299  -3.0027  2.4018
C  -2.5046  -2.3863  3.4452
C  -2.7851  -1.0292  3.3805
C  -2.4241  -0.2963  2.2617
C  -0.9204  -0.7799  -1.7580
C  -0.3396  0.0440  -2.7267
C  -0.1055  -0.4438  -3.9995
C  -0.4632  -1.7480  -4.3123
C  -1.0662  -2.5529  -3.3591
C  -1.3011  -2.0763  -2.0782
H  -4.6856  3.5973  -1.1343
H  -6.4181  1.9709  -1.8948
H  -5.8962  -0.4414  -1.9424
H  -3.6838  -1.2483  -1.2101
H  -0.8592  -2.7469  0.5124
H  -1.5963  -4.0583  2.4586
H  -2.8017  -2.9602  4.3127
H  -3.2874  -0.5416  4.2052
H  -2.6503  0.7594  2.2153
H  -0.1046  1.0700  -2.4584
H  0.3531  0.1847  -4.7509
H  -0.2733  -2.1313  -5.3060
H  -1.3774  -3.5576  -3.6145
H  -1.7873  -2.7060  -1.3492
C  5.2455  -4.9147  0.7197
C  3.8865  -4.5778  0.2099
C  3.0385  -5.4507  -0.4085
C  1.7540  -4.9907  -0.7712
N  1.3453  -3.7625  -0.5134
C  2.1737  -2.8897  0.0822
S  1.7765  -1.3070  0.4610
N  3.4454  -3.3168  0.4151
C  0.7904  -5.9015  -1.4563
H  5.5094  -5.9410  0.4832
H  5.2680  -4.7801  1.8025
H  5.9909  -4.2463  0.2863
H  3.3300  -6.4725  -0.5950
H  4.0320  -2.6328  0.8732
H  0.9684  -6.9409  -1.1879
H  0.9151  -5.8021  -2.5370
H  -0.2309  -5.6204  -1.2101

Cartesian forces, eV/Å:
Cu 5.196 -3.177 2.035
C -0.391 -0.138 0.066
C 0.169 -0.366 -0.306
N -0.188 0.109 0.610
C -0.146 0.209 -0.716
C 0.495 -0.446 0.402
S 6.805 -1.546 0.728
C 0.751 -0.137 -0.295
C -0.293 -0.119 0.417
N 0.288 0.186 -0.088
H 0.005 0.023 0.001
H 0.118 -0.008 0.038
H 0.023 0.010 0.027
H 0.012 0.179 -0.009
H -0.078 -0.008 -0.082
H 0.003 0.054 0.081
H 0.023 -0.136 0.065
H 0.135 0.077 0.048
H 0.003 -0.034 -0.061
H 0.081 0.055 0.001
H -0.002 -0.097 -0.018
H 0.010 0.105 0.011
H 0.017 -0.063 -0.147
H -0.046 -0.059 -0.033
O -0.923 1.357 -3.842
S -11.082 5.714 -1.604
O 0.318 -0.047 0.139
O -1.808 -0.360 2.562
C 0.472 -0.595 0.153
C 0.093 0.350 0.136
C 0.053 -0.015 -0.037
C -0.047 0.011 -0.056
C 0.101 0.077 0.115
C -0.148 0.097 -0.140
P -0.979 -0.908 -0.217
C 0.369 0.124 -0.218
C 0.124 0.084 0.059
C -0.030 -0.119 -0.007
C 0.047 0.003 -0.022
C -0.040 0.006 -0.015
C -0.016 0.033 0.058
C 0.327 0.322 0.154
C -0.021 -0.134 0.223
C 0.052 0.021 -0.025
C 0.051 0.011 -0.034
C -0.097 -0.065 0.030
C 0.110 0.021 0.017
H -0.035 -0.010 -0.005
H 0.002 0.012 -0.015
H -0.008 -0.019 0.039
H -0.074 -0.033 0.015
H 0.112 -0.079 -0.062
H 0.003 0.011 -0.014
H 0.011 -0.003 0.011
H -0.037 0.024 -0.031
H -0.047 -0.016 -0.020
H 0.089 -0.036 -0.192
H -0.014 0.038 0.010
H -0.036 -0.015 -0.005
H 0.039 -0.016 -0.009
H 0.010 -0.073 0.008
C 0.026 0.106 -0.013
C -0.093 -0.066 -0.002
C 0.026 -0.036 -0.041
C 0.091 0.212 0.229
N -0.292 -0.221 -0.192
C 0.229 0.333 0.348
S 0.159 -0.387 -0.086
N -0.176 -0.289 -0.121
C -0.012 -0.008 -0.029
H -0.008 -0.003 -0.003
H 0.040 -0.050 0.004
H 0.025 -0.024 -0.014
H 0.068 0.002 0.013
H -0.015 0.009 0.009
H -0.011 -0.019 -0.027
H 0.008 -0.020 -0.010
H 0.004 0.011 0.005

These are the Mulliken partial charges, in e, on atoms 1 to 8: 1.4310 -0.7631 -0.9663 0.0463 -1.2225 -0.6929 0.0889 -1.0047

Entry 2:
# C30H36F3N7O5S

A cluster of 8 separate species, C30H36F3N7O5S in total in a non-equilibrium geometry (ωB97M-V with the def2-TZVPD basis set, OMol25).

Properties
total charge: 0
molar mass: 663.723 g/mol
SMILES string: O=C(O)OS(=O)(=O)C(F)(F)F.c1cc[nH]c1.c1cc[nH]c1.c1cc[nH]c1.c1cc[nH]c1.c1cc[nH]c1.c1cc[nH]c1.c1cc[nH]c1
F_max: 7.6 eV/Å
E_HOMO: -8.069 eV

Positions of all 82 atoms, in Å:
O  2.4460  8.5566  -1.6359
C  2.1840  7.7783  -0.6940
O  1.2143  8.0940  0.2853
O  2.8820  6.5400  -0.5253
S  3.2959  5.8937  -2.0293
O  4.5890  6.5187  -2.5024
O  2.1971  5.9558  -3.0496
C  3.7015  4.0563  -1.7922
F  4.9975  3.7698  -2.2823
F  2.8060  3.2299  -2.4818
F  3.7540  3.8067  -0.3878
H  0.4223  8.5054  -0.1333
C  -1.7806  7.6720  3.6165
C  -1.0755  6.5466  3.1215
C  -1.4089  6.4049  1.7972
N  -2.2933  7.4005  1.4748
C  -2.5211  8.1808  2.5775
H  -1.7490  8.0666  4.6212
H  -0.3984  5.9112  3.6733
H  -1.0955  5.6831  1.0580
H  -2.7104  7.5377  0.5683
H  -3.1896  9.0270  2.5279
C  5.2321  5.0154  4.2877
C  5.9235  3.8652  3.8332
C  5.6074  3.6948  2.5075
N  4.7470  4.6970  2.1462
C  4.5172  5.5097  3.2242
H  5.2558  5.4359  5.2823
H  6.5804  3.2324  4.4117
H  5.9186  2.9483  1.7923
H  4.3473  4.8180  1.2321
H  3.8652  6.3664  3.1419
C  -3.3908  3.2469  2.3143
C  -4.2753  2.1769  2.5994
C  -3.6161  1.0096  2.2993
N  -2.3678  1.3360  1.8393
C  -2.2206  2.6970  1.8503
H  -3.5876  4.3020  2.4361
H  -5.2824  2.2523  2.9822
H  -3.9269  -0.0217  2.3721
H  -1.6671  0.6779  1.5401
H  -1.2986  3.1554  1.5263
C  1.5450  -1.3756  -1.1408
C  2.3670  -0.4218  -0.4903
C  1.8132  -0.1758  0.7422
N  0.6840  -0.9428  0.8581
C  0.5167  -1.6813  -0.2840
H  1.6904  -1.7930  -2.1262
H  3.2651  0.0339  -0.8806
H  2.1231  0.4776  1.5440
H  0.0730  -0.9617  1.6584
H  -0.3182  -2.3571  -0.3878
C  -0.5196  -6.8214  -1.8041
C  -1.6679  -6.6246  -2.6115
C  -2.3037  -5.4987  -2.1505
N  -1.5847  -5.0107  -1.0914
C  -0.4921  -5.8086  -0.8775
H  0.2074  -7.6159  -1.8917
H  -1.9928  -7.2388  -3.4390
H  -3.2042  -5.0043  -2.4824
H  -1.8217  -4.1925  -0.5550
H  0.2074  -5.5879  -0.0855
C  2.4824  -8.9696  -5.6717
C  1.8159  -8.1670  -6.6301
C  0.8973  -7.4009  -5.9544
N  0.9815  -7.7148  -4.6247
C  1.9488  -8.6662  -4.4426
H  3.2662  -9.6885  -5.8596
H  1.9894  -8.1508  -7.6961
H  0.1920  -6.6623  -6.3046
H  0.4190  -7.3077  -3.8929
H  2.1727  -9.0456  -3.4569
C  -5.1685  -6.5729  -0.0297
C  -4.3471  -5.6194  0.6208
C  -4.9017  -5.3741  1.8535
N  -6.0300  -6.1411  1.9688
C  -6.1971  -6.8790  0.8272
H  -5.0224  -6.9901  -1.0152
H  -3.4490  -5.1638  0.2302
H  -4.5924  -4.7211  2.6557
H  -6.6413  -6.1603  2.7688
H  -7.0320  -7.5552  0.7231

Cartesian forces, eV/Å:
O -0.929 -3.519 3.720
C -0.772 4.152 -2.656
O 1.907 -2.001 -1.542
O -1.130 0.019 -0.763
S 1.785 3.777 -6.306
O -3.902 -2.360 2.536
O 2.388 -0.652 3.978
C 1.531 -2.874 0.757
F -3.599 1.049 1.197
F 2.205 2.342 2.318
F -0.624 0.068 -3.432
H 1.083 -0.136 0.024
C -0.161 0.209 -0.064
C 0.082 -0.168 -0.209
C 0.059 -0.111 0.026
N 0.098 0.064 -0.058
C -0.049 0.075 0.092
H -0.011 -0.033 -0.107
H -0.070 0.052 -0.063
H -0.037 0.050 0.087
H 0.013 -0.067 0.193
H 0.059 -0.091 0.041
C -0.157 0.212 -0.023
C 0.071 -0.180 -0.170
C -0.007 -0.070 -0.023
N 0.069 0.080 0.186
C -0.037 0.015 0.025
H -0.005 -0.031 -0.104
H -0.059 0.060 -0.071
H -0.010 0.060 0.089
H 0.114 0.039 0.261
H 0.060 -0.078 0.041
C 0.221 0.095 -0.087
C -0.034 -0.278 0.000
C -0.080 -0.042 0.008
N -0.031 -0.018 0.081
C 0.016 0.122 -0.040
H 0.069 -0.091 0.011
H 0.104 -0.020 -0.036
H -0.009 0.113 -0.006
H -0.134 0.187 -0.035
H -0.098 -0.028 0.048
C -0.222 -0.188 -0.026
C 0.009 0.156 0.227
C 0.063 0.140 0.015
N -0.036 0.051 0.002
C -0.028 -0.024 -0.097
H -0.024 0.020 0.109
H -0.077 -0.058 0.054
H 0.001 -0.063 -0.086
H 0.227 -0.097 -0.073
H 0.110 0.075 -0.052
C 0.155 0.104 0.246
C -0.258 0.144 -0.107
C -0.059 0.071 -0.086
N 0.274 -0.145 -0.277
C 0.070 0.045 0.102
H -0.076 0.032 0.166
H -0.017 0.050 0.083
H 0.072 -0.089 0.025
H 0.080 -0.140 -0.147
H -0.049 -0.056 -0.090
C 0.078 -0.096 0.229
C -0.155 0.174 -0.100
C -0.036 -0.020 0.010
N 0.069 -0.029 -0.115
C -0.043 -0.009 0.009
H -0.073 0.072 0.029
H -0.020 0.008 0.105
H 0.076 -0.078 0.014
H 0.149 0.032 -0.200
H 0.002 0.009 -0.108
C -0.214 -0.173 -0.050
C 0.038 0.246 0.273
C -0.012 0.065 0.017
N 0.071 -0.019 -0.027
C -0.032 0.003 -0.045
H 0.006 0.025 0.106
H -0.312 -0.225 0.198
H -0.016 -0.059 -0.090
H 0.126 -0.010 -0.150
H 0.096 0.064 -0.022

These are the Mulliken partial charges, in e, on atoms 1 to 8: -0.4544 0.4939 -0.3742 -0.0598 1.0695 -0.5459 -0.5563 0.6193

Entry 3:
# C30H36FNO10P3S

A cluster of 4 separate species, C30H36FNO10P3S in total in a non-equilibrium geometry (ωB97M-V with the def2-TZVPD basis set, OMol25).

Properties
total charge: +1
molar mass: 714.602 g/mol
F_max: 5.5 eV/Å
E_HOMO: -10.515 eV

Positions of all 82 atoms, in Å:
C  -2.0450  -2.6264  2.0402
C  -0.8896  -1.7805  2.8012
O  0.4113  -1.8887  2.1051
C  1.1656  -0.7075  2.3938
C  0.7859  0.5777  1.6142
S  -0.5369  0.6023  0.3322
C  1.5816  1.8714  1.9123
C  1.2039  3.1687  1.0740
O  1.8837  3.3973  0.0428
O  0.1396  4.0709  1.3770
P  -0.4686  3.8224  2.9568
O  0.6119  3.9236  4.0570
O  -1.3392  2.3654  3.0159
O  -1.6078  5.0588  3.3084
C  2.7215  1.7875  2.9888
C  3.5374  3.1485  3.2380
C  5.1015  2.8934  2.8950
O  5.3991  1.8798  2.2286
F  6.1452  3.7635  3.2903
C  3.0300  0.4380  3.7442
P  4.3883  0.3654  5.0470
O  4.1291  -0.6182  6.1936
O  5.9007  -0.0893  4.3555
O  4.6959  1.8858  5.8028
N  2.2411  -0.7567  3.3866
P  2.5016  -2.3866  4.0990
C  1.7170  -2.5490  5.8086
C  4.3172  -2.8977  4.0626
H  -1.7545  -3.7401  1.9510
H  -3.0621  -2.4934  2.5701
H  -2.1786  -2.1703  0.9967
H  -0.7711  -2.1683  3.8719
H  -1.2671  -0.6987  2.8556
H  -0.0153  1.0806  -0.8703
H  -1.7217  2.2530  3.9171
H  -1.1230  5.7635  3.8118
H  3.4265  3.4905  4.3346
H  3.2135  4.0196  2.5794
H  6.5581  0.3803  4.9403
H  3.8741  2.0512  6.3332
H  1.2886  -1.5403  6.1785
H  2.5703  -2.7958  6.5511
H  0.9065  -3.3695  5.8384
H  4.8172  -2.9908  5.0894
H  4.9310  -2.2506  3.3233
H  4.3419  -3.9617  3.6044
C  -2.3711  -1.4578  -2.4714
C  -1.5350  -2.1936  -1.6370
C  -1.3036  -3.5414  -1.8952
C  -1.9013  -4.1511  -2.9942
C  -2.7345  -3.4142  -3.8306
C  -2.9731  -2.0689  -3.5672
H  -2.5543  -0.4071  -2.2679
H  -1.0636  -1.7158  -0.7838
H  -0.6569  -4.1165  -1.2407
H  -1.7174  -5.2006  -3.1987
H  -3.1991  -3.8896  -4.6883
H  -3.6270  -1.4964  -4.2163
C  -1.0355  -5.5865  -8.0919
C  -1.9387  -4.8049  -7.3780
C  -3.2547  -4.6867  -7.8145
C  -3.6703  -5.3585  -8.9603
C  -2.7681  -6.1430  -9.6721
C  -1.4497  -6.2538  -9.2407
H  -0.0086  -5.6757  -7.7532
H  -1.6161  -4.2864  -6.4806
H  -3.9572  -4.0717  -7.2614
H  -4.6975  -5.2703  -9.2981
H  -3.0927  -6.6680  -10.5646
H  -0.7453  -6.8611  -9.7989
C  -0.8768  6.7061  -1.3062
C  -1.4332  7.5453  -2.2665
C  -2.7956  7.4814  -2.5424
C  -3.6041  6.5843  -1.8504
C  -3.0485  5.7476  -0.8875
C  -1.6843  5.8052  -0.6181
H  0.1863  6.7539  -1.0938
H  -0.8041  8.2495  -2.8012
H  -3.2277  8.1311  -3.2958
H  -4.6671  6.5378  -2.0621
H  -3.6795  5.0492  -0.3468
H  -1.2501  5.1492  0.1286

Cartesian forces, eV/Å:
C 0.684 0.456 -0.288
C -2.325 -0.628 0.600
O 1.215 3.641 1.301
C -0.142 0.755 -0.664
C 3.345 1.443 1.312
S 0.522 -0.154 0.777
C -0.127 -3.877 2.198
C 2.886 0.679 -3.875
O -3.016 -0.958 4.543
O 0.265 -2.851 2.637
P -0.115 1.557 4.464
O -2.328 -0.731 -3.512
O 1.241 2.831 -0.461
O 2.389 -2.248 -1.315
C -0.953 -1.534 -0.751
C 1.123 0.103 0.966
C 1.197 -3.467 -2.340
O -0.927 4.418 2.853
F -2.987 -1.464 -0.527
C -2.402 2.785 -3.850
P 3.009 -2.286 4.044
O -0.600 2.247 -3.183
O -2.731 2.435 1.534
O -1.707 -2.208 -2.173
N -0.636 3.292 -0.672
P -0.554 -2.992 -0.518
C 0.569 0.952 1.443
C 1.084 -0.307 -0.158
H -0.556 1.867 0.189
H 1.832 -0.298 -0.557
H 0.247 -0.862 1.470
H 0.071 0.531 -1.464
H 0.841 -1.350 -0.165
H 0.485 -0.284 1.358
H 0.362 0.364 -0.619
H -0.345 -0.841 -0.565
H 0.149 -0.518 -1.885
H 0.144 -1.361 0.781
H -0.494 -0.625 -0.800
H 0.969 -0.100 -0.221
H 0.601 -1.642 -0.631
H -1.417 0.351 -1.179
H 1.406 1.392 -0.384
H -0.714 0.637 -1.489
H -0.967 -0.903 1.425
H -0.442 1.778 0.667
C 0.058 -0.118 0.010
C -0.043 -0.082 -0.095
C -0.063 0.030 -0.079
C 0.007 0.070 0.041
C 0.020 0.058 0.075
C 0.044 -0.014 0.034
H -0.023 -0.054 -0.033
H -0.028 -0.164 -0.206
H -0.033 0.041 -0.057
H -0.023 0.091 0.007
H 0.025 0.032 0.101
H 0.059 -0.047 0.047
C -0.083 -0.010 -0.041
C -0.027 -0.032 -0.060
C 0.084 -0.087 -0.044
C 0.069 0.004 0.040
C 0.021 0.045 0.058
C -0.060 0.057 0.073
H -0.085 0.010 -0.031
H 0.004 -0.025 -0.092
H 0.033 -0.043 -0.049
H 0.091 -0.007 0.023
H 0.032 0.057 0.083
H -0.060 0.044 0.047
C -0.078 -0.025 0.010
C -0.033 -0.044 0.021
C 0.033 -0.070 0.091
C 0.078 0.004 0.003
C 0.047 0.043 -0.051
C -0.093 0.066 -0.060
H -0.075 -0.003 -0.029
H -0.059 -0.073 0.044
H 0.037 -0.049 0.074
H 0.094 0.005 0.017
H 0.038 0.064 -0.047
H -0.163 0.202 -0.241

These are the Mulliken partial charges, in e, on atoms 1 to 8: -0.8559 -0.0392 -0.3306 0.0268 0.9395 -0.1999 -0.0510 -0.2719